# 1
ORCA calculation (ωB97M-V with the def2-TZVPD basis set) on one molecule with the formula C4H12N2S.

Cartesian coordinates (Å):
N -0.297 1.030 -0.884
C 0.178 0.040 0.084
C -0.844 -0.251 1.189
S -1.623 1.226 1.931
C 0.467 -1.310 -0.627
N 1.802 -1.441 -1.218
C 2.008 -0.685 -2.439
H 0.261 1.868 -0.801
H -1.257 1.301 -0.698
H 1.125 0.372 0.515
H -1.658 -0.805 0.719
H -0.399 -0.846 1.968
H -1.082 1.129 3.148
H -0.245 -1.358 -1.452
H 0.348 -2.175 0.032
H 2.488 -1.164 -0.518
H 1.682 0.366 -2.403
H 1.417 -1.129 -3.241
H 3.047 -0.770 -2.751

Atomic forces in eV per Å
N 0.149 0.094 0.060
C -0.069 -0.695 0.029
C -0.186 0.502 -0.492
S 0.054 0.004 0.067
C 0.498 0.266 -0.445
N 0.003 0.150 0.472
C -0.292 0.208 -0.359
H -0.146 0.140 -0.069
H 0.101 0.003 -0.056
H -0.038 0.185 0.158
H -0.030 -0.162 0.180
H 0.016 -0.299 0.230
H 0.082 -0.012 0.013
H -0.155 -0.324 0.111
H -0.241 0.189 0.129
H -0.071 -0.130 -0.218
H 0.340 -0.123 0.109
H -0.084 -0.150 -0.007
H 0.069 0.153 0.089

Lowest unoccupied orbital energy   0.7966 eV
Gap between HOMO and LUMO   0.3380 Eh
Total charge   0
Energy above the lowest of the compared OMol25 structures with the same formula, charge and spin   12.3 kcal per mole

=====

# 2
ORCA calculation (ωB97M-V with the def2-TZVPD basis set) on C3H4N2O as an isolated structure.

Cartesian coordinates (Å):
O 0.964 0.529 1.697
C 0.503 -0.619 1.260
C -0.431 -0.366 0.099
C -0.672 0.913 -0.661
N -0.042 0.530 -1.716
N 0.417 -0.674 -1.094
H 1.627 0.322 2.375
H -1.329 -0.986 0.190
H -1.197 1.852 -0.524
H 0.160 -1.502 -1.625

Atomic forces in eV per Å
O 0.014 -0.329 0.038
C -0.093 0.363 -0.061
C -0.003 -0.186 0.141
C 0.058 0.175 -0.158
N -0.212 0.187 0.280
N 0.052 -0.372 -0.199
H -0.124 0.174 -0.078
H 0.148 0.048 -0.034
H 0.148 -0.122 0.057
H 0.013 0.061 0.015

Lowest unoccupied orbital energy   0.7307 eV
Gap between HOMO and LUMO   0.3528 Eh
Total charge   0
Energy above the lowest of the compared OMol25 structures with the same formula, charge and spin   125.6 kcal per mole

=====

# 3
ORCA calculation (ωB97M-V with the def2-TZVPD basis set) on C28H32ClF6N14O3PS2Ti as an isolated structure.

Cartesian coordinates (Å):
Ti 0.301 0.112 -0.019
N 2.102 0.036 2.996
C 0.737 -0.051 3.060
N 0.054 -0.192 4.175
N -1.237 -0.304 3.768
N -1.326 -0.238 2.495
N -0.064 -0.063 1.987
C 2.818 0.063 1.826
N 4.125 0.156 1.778
N 4.408 0.102 0.449
N 3.347 -0.017 -0.253
N 2.278 -0.048 0.603
H 2.608 0.185 3.850
O -1.881 -2.979 -4.910
S -1.914 -1.551 -4.666
O -3.244 -0.990 -4.548
N -1.043 -1.168 -3.336
C 0.078 -0.454 -3.691
S 1.367 -0.557 -2.533
C 0.181 -0.132 -5.073
C 1.162 0.575 -5.790
C 0.993 0.757 -7.146
C -0.122 0.249 -7.834
C -1.087 -0.471 -7.148
C -0.918 -0.652 -5.788
H 2.029 0.978 -5.280
H 1.744 1.312 -7.697
H -0.224 0.419 -8.898
H -1.950 -0.887 -7.655
F 1.208 2.602 0.901
P 0.107 3.298 -0.047
F 0.362 1.884 -1.102
F 1.246 4.040 -0.849
F -0.990 3.786 -1.086
F -1.003 2.337 0.658
F -0.150 4.476 0.962
C -4.708 0.962 -2.253
C -4.307 0.507 -0.847
C -2.877 0.244 -0.747
N -1.759 0.040 -0.667
H -5.782 1.149 -2.274
H -4.461 0.208 -2.996
H -4.189 1.882 -2.519
H -4.814 -0.415 -0.565
H -4.540 1.257 -0.088
C -3.507 -7.474 0.090
C -2.361 -6.455 0.174
C -2.771 -5.394 1.202
C -1.126 -7.212 0.679
C -2.096 -5.859 -1.249
O -1.914 -6.963 -2.157
C -3.266 -5.022 -1.804
C -3.438 -3.550 -1.378
C -4.857 -3.087 -1.582
C -5.291 -2.685 -2.844
C -6.594 -2.254 -3.043
C -7.471 -2.233 -1.971
Cl -9.107 -1.677 -2.213
C -7.072 -2.636 -0.709
C -5.761 -3.060 -0.524
C -0.725 -5.172 -1.451
N -0.355 -4.035 -0.614
C -0.429 -2.759 -0.946
N 0.097 -2.021 0.014
C 0.512 -2.935 0.940
N 0.271 -4.169 0.590
H -3.745 -7.817 1.100
H -3.222 -8.354 -0.490
H -4.426 -7.054 -0.329
H -2.856 -5.866 2.184
H -3.748 -4.965 0.964
H -2.047 -4.584 1.300
H -1.393 -7.776 1.578
H -0.312 -6.542 0.941
H -0.778 -7.924 -0.074
H -2.781 -7.321 -2.368
H -4.195 -5.551 -1.574
H -3.164 -5.041 -2.892
H -2.792 -2.915 -1.986
H -3.162 -3.399 -0.336
H -4.590 -2.664 -3.672
H -6.921 -1.918 -4.018
H -7.772 -2.610 0.116
H -5.438 -3.363 0.467
H -0.696 -4.819 -2.481
H 0.055 -5.919 -1.333
H -0.828 -2.369 -1.873
H 0.996 -2.664 1.865

Atomic forces in eV per Å
Ti 0.641 0.168 -0.404
N -0.033 0.123 -0.044
C -0.101 -0.028 -0.049
N -0.135 -0.034 0.074
N 0.177 0.049 -0.082
N 0.220 -0.009 0.053
N -0.302 -0.016 0.039
C -0.115 -0.047 -0.146
N 0.109 -0.037 -0.292
N 0.070 0.029 -0.031
N 0.028 -0.022 0.445
N -0.260 0.032 -0.008
H 0.010 -0.034 0.067
O -0.004 0.030 0.064
S 0.114 0.006 -0.060
O 0.040 0.035 -0.035
N 0.025 0.095 -0.169
C -0.169 -0.076 0.064
S -0.098 0.151 0.091
C -0.063 -0.067 -0.079
C 0.014 0.007 0.004
C -0.001 0.000 -0.008
C 0.022 0.019 0.003
C 0.005 0.000 0.036
C 0.023 0.060 -0.067
H -0.040 -0.021 -0.005
H -0.023 -0.015 -0.001
H 0.007 -0.007 0.029
H 0.041 0.016 0.004
F 0.060 0.060 0.099
P -0.042 -0.182 -0.031
F 0.066 -0.069 0.175
F 0.063 0.033 -0.066
F -0.067 -0.009 -0.042
F -0.017 0.044 0.071
F -0.023 0.108 0.025
C 0.008 0.094 0.007
C 0.092 0.017 -0.053
C -0.462 0.018 -0.059
N 0.152 -0.030 0.141
H 0.008 -0.019 0.004
H 0.007 -0.023 0.013
H -0.018 -0.004 0.019
H -0.084 -0.074 -0.007
H 0.012 0.007 -0.013
C -0.094 -0.074 0.046
C 0.019 0.065 0.014
C -0.033 0.063 0.022
C -0.040 -0.098 -0.041
C -0.013 -0.027 -0.027
O 0.053 0.021 0.023
C -0.028 0.080 0.000
C 0.040 -0.017 -0.005
C -0.031 -0.020 -0.009
C 0.069 0.015 -0.042
C -0.016 0.009 0.007
C -0.006 0.008 -0.020
Cl 0.001 -0.003 0.002
C 0.054 -0.016 0.025
C -0.054 -0.018 0.048
C 0.002 0.064 0.118
N 0.020 -0.221 0.037
C -0.075 -0.104 -0.028
N 0.155 -0.167 0.176
C 0.042 0.084 0.016
N -0.096 -0.039 -0.040
H 0.005 0.005 -0.036
H -0.013 0.027 0.011
H 0.072 -0.047 0.061
H 0.002 -0.006 -0.017
H 0.074 -0.065 0.040
H -0.054 -0.072 -0.017
H 0.008 0.032 -0.039
H 0.060 0.081 0.012
H -0.020 0.046 0.047
H -0.027 0.002 -0.036
H 0.027 0.027 -0.012
H 0.007 0.027 -0.003
H 0.014 -0.020 -0.012
H 0.027 0.040 -0.026
H -0.095 -0.017 0.072
H 0.011 -0.017 0.020
H 0.027 0.004 -0.020
H -0.019 0.035 -0.048
H -0.014 0.005 -0.047
H 0.007 -0.041 0.009
H -0.011 -0.004 -0.020
H -0.015 -0.027 -0.037

Lowest unoccupied orbital energy (alpha / beta)   1.7711 / -0.6022 eV
Spin multiplicity   4
⟨S²⟩   3.77
Gap between HOMO and LUMO (alpha / beta)   0.2137 / 0.2064 Eh
Total charge   -1
Energy above the lowest of the compared OMol25 structures with the same formula, charge and spin   19.9 kcal per mole

=====

# 4
ORCA calculation (ωB97M-V with the def2-TZVPD basis set) on one molecule with the formula C5H10N4 in a non-equilibrium geometry.

Cartesian coordinates (Å):
C -0.739 0.800 1.442
N -0.637 0.082 -1.146
C -0.321 -0.364 0.572
N -1.858 0.728 -1.523
N -0.873 -1.535 0.580
H -0.696 -0.919 -1.370
H -1.793 1.696 -1.215
H -1.915 0.725 -2.538
H -0.824 -2.014 1.473
H -1.825 0.884 1.451
H -0.358 0.637 2.450
H -0.303 1.739 1.095
C 1.450 -0.220 0.399
C 2.145 -1.362 0.360
C 0.616 0.680 -1.465
N 1.157 1.498 -2.101
H 1.933 0.664 0.807
H 1.674 -2.280 0.021
H 3.168 -1.440 0.706

Atomic forces in eV per Å
C 0.043 0.332 -0.364
N 0.675 -0.122 1.037
C 1.288 0.222 -0.386
N 0.664 -0.020 0.002
N 0.357 -0.773 0.175
H 0.106 0.197 0.012
H 0.030 -0.101 -0.039
H 0.014 0.088 0.042
H -0.312 0.183 -0.068
H 0.039 -0.092 0.120
H -0.088 -0.136 0.039
H 0.030 0.059 -0.022
C -1.085 -0.908 0.883
C -0.431 0.386 -0.078
C -1.226 1.352 -2.151
N 0.050 -0.915 1.037
H -0.122 0.136 -0.136
H -0.159 -0.039 0.189
H 0.124 0.149 -0.291

Lowest unoccupied orbital energy (alpha / beta)   0.0266 / 0.0264 eV
Gap between HOMO and LUMO (alpha / beta)   0.2813 / 0.2813 Eh
Total charge   0
Energy above the lowest of the compared OMol25 structures with the same formula, charge and spin   153.8 kcal per mole

=====

# 5
ORCA calculation (ωB97M-V with the def2-TZVPD basis set) on one molecule with the formula C5H15N3 in a non-equilibrium geometry.

Cartesian coordinates (Å):
C -0.975 -0.978 -0.641
C 2.325 -1.000 0.396
C -1.959 -1.187 0.489
N 1.093 -0.403 0.895
H 0.738 -0.695 1.798
H -1.483 -1.037 -1.607
H -0.239 -1.782 -0.701
H 2.375 -2.038 0.733
H 2.323 -0.972 -0.697
H 3.188 -0.452 0.782
H -1.455 -1.201 1.459
H -2.694 -0.379 0.524
H -2.485 -2.139 0.360
C -0.517 1.353 -1.834
N 0.078 1.667 1.370
C 0.588 0.827 0.328
N -0.447 0.535 -0.625
H -0.903 1.921 1.381
H 0.640 1.886 2.186
H 1.409 1.374 -0.155
H 0.432 1.294 -2.384
H -0.711 2.397 -1.567
H -1.321 1.009 -2.490

Atomic forces in eV per Å
C 0.140 2.795 -0.999
C -0.784 0.474 0.531
C -0.008 -0.122 0.197
N 0.549 -0.235 0.097
H 0.283 0.414 -0.359
H -0.261 0.129 0.081
H 0.434 0.509 0.346
H 0.104 0.066 -0.147
H 0.116 -0.109 0.046
H 0.341 -0.145 -0.223
H -0.044 -0.045 -0.122
H 0.045 -0.092 -0.124
H 0.035 0.060 0.060
C 0.352 -0.641 0.499
N -0.671 0.757 0.730
C 0.115 -0.734 0.722
N -1.358 -2.521 -0.306
H 0.541 -0.304 -0.063
H -0.260 -0.147 -0.491
H 0.261 -0.258 -0.326
H -0.051 0.206 -0.228
H 0.038 -0.097 -0.091
H 0.084 0.039 0.169

Lowest unoccupied orbital energy   1.1193 eV
Gap between HOMO and LUMO   0.3261 Eh
Total charge   0
Energy above the lowest of the compared OMol25 structures with the same formula, charge and spin   44.8 kcal per mole

=====

# 6
ORCA calculation (ωB97M-V with the def2-TZVPD basis set) on C30H65AsF7NO15S4 as an isolated structure in a non-equilibrium geometry.

Cartesian coordinates (Å):
C -0.020 4.816 1.395
C -1.212 5.002 0.464
C -0.977 4.636 -1.037
O -2.068 5.133 -1.793
C -2.150 6.543 -2.054
N -2.397 4.116 0.906
H -2.185 3.129 0.901
H -2.727 4.186 1.858
H -3.208 4.241 0.317
H -0.267 4.982 2.443
H 0.799 5.477 1.109
H 0.292 3.781 1.538
H -1.670 5.988 0.392
H -0.975 3.576 -1.293
H -0.076 5.020 -1.514
H -1.251 7.072 -2.372
H -2.475 6.994 -1.116
H -2.928 6.651 -2.809
As -0.478 0.387 0.674
F 0.400 1.968 0.207
F 0.539 0.310 2.137
F -1.362 -1.129 1.168
F -1.528 0.486 -0.770
F 0.729 -0.613 -0.219
F -1.706 1.326 1.609
C 2.960 -4.909 2.434
C 2.942 -3.425 2.171
C 1.597 -3.225 1.555
O 0.780 -4.054 2.413
C 1.489 -5.218 2.798
H 3.641 -4.966 3.284
H 3.362 -5.382 1.539
H 3.712 -3.013 1.518
H 2.976 -2.880 3.114
H 1.546 -3.464 0.492
H 1.247 -2.210 1.744
H 1.124 -6.149 2.365
H 1.432 -5.292 3.884
C 5.829 -2.398 -1.188
C 4.469 -2.913 -1.401
C 3.665 -1.650 -1.449
O 4.506 -0.647 -1.989
C 5.816 -1.202 -2.108
H 6.592 -3.115 -1.492
H 6.003 -2.136 -0.144
H 4.144 -3.647 -0.663
H 4.545 -3.366 -2.389
H 3.365 -1.540 -0.407
H 2.800 -1.921 -2.055
H 6.450 -0.393 -1.745
H 5.950 -1.454 -3.160
O -5.244 1.985 -4.380
S -4.456 0.765 -3.999
O -4.864 -0.189 -2.983
O -4.103 0.036 -5.422
C -3.661 -1.262 -5.401
C -3.661 -1.787 -6.861
C -2.726 1.313 -3.697
H -4.291 -1.991 -4.890
H -2.634 -1.416 -5.071
H -2.840 -1.216 -7.294
H -4.546 -1.456 -7.403
H -3.366 -2.833 -6.947
H -2.632 1.943 -2.813
H -2.391 1.913 -4.542
H -2.148 0.390 -3.646
O -6.075 -2.555 -1.272
S -5.388 -2.614 0.039
O -6.042 -3.154 1.238
O -4.000 -3.554 -0.129
C -3.041 -3.152 -1.069
C -1.833 -4.074 -0.881
C -4.640 -0.957 0.529
H -2.669 -2.134 -0.957
H -3.424 -3.298 -2.079
H -1.044 -3.893 -1.612
H -2.014 -5.146 -0.951
H -1.317 -4.024 0.078
H -4.088 -0.533 -0.309
H -4.008 -1.167 1.392
H -5.500 -0.344 0.797
O 4.598 4.449 4.719
S 3.502 3.946 3.855
O 2.873 4.806 2.861
O 3.939 2.535 3.172
C 3.311 2.057 1.990
C 3.773 0.604 1.682
C 2.166 3.357 5.017
H 3.334 2.810 1.202
H 2.261 2.021 2.283
H 3.252 0.172 0.828
H 3.606 -0.044 2.542
H 4.857 0.547 1.577
H 1.976 4.155 5.735
H 2.433 2.422 5.510
H 1.341 3.120 4.346
O -2.830 -0.104 6.212
S -1.466 0.418 6.360
O -1.019 1.177 7.570
O -0.419 -0.898 6.252
C -0.828 -2.014 5.552
C 0.167 -3.193 5.688
C -0.880 1.234 4.716
H -0.878 -1.764 4.492
H -1.841 -2.330 5.802
H 1.130 -3.099 5.187
H -0.097 -4.227 5.468
H 0.307 -3.229 6.769
H 0.208 1.293 4.763
H -1.353 2.208 4.596
H -1.226 0.546 3.945
F 1.301 2.496 -3.211
C 1.122 1.560 -4.190
C 1.056 1.993 -5.551
C 0.607 1.053 -6.489
C 0.292 -0.242 -6.074
C 0.455 -0.704 -4.767
C 0.879 0.214 -3.786
H 1.304 2.992 -5.879
H 0.415 1.324 -7.517
H -0.161 -0.954 -6.748
H 0.237 -1.715 -4.456
H 0.897 -0.097 -2.752

Atomic forces in eV per Å
C -0.607 -0.103 0.772
C 0.078 -1.092 -0.872
C -0.532 0.408 -0.568
O -0.300 0.111 -0.623
C -0.580 -0.551 0.795
N 0.203 -0.171 0.094
H 0.738 -1.033 -0.534
H 0.130 0.944 0.599
H -0.227 0.236 -0.597
H -0.301 0.980 0.058
H -0.002 -0.282 0.064
H 0.286 -0.107 -1.165
H 0.469 0.163 0.687
H 0.124 -0.235 0.705
H 0.472 0.263 0.811
H 0.386 -0.555 -0.135
H -0.200 0.595 -0.146
H 0.107 0.080 0.125
As 0.649 -1.332 -0.343
F -1.501 -2.182 0.547
F -0.942 0.135 -1.211
F 1.163 1.982 -0.529
F 1.027 0.275 1.237
F -1.357 1.397 0.852
F 0.753 -0.004 -0.765
C 0.801 0.385 0.265
C 0.019 0.923 -0.555
C -0.802 0.457 1.544
O -0.808 -0.054 -0.943
C 1.308 0.492 0.188
H 0.051 -1.079 -0.108
H -0.146 -0.553 0.238
H 0.377 -0.312 0.100
H -0.001 0.126 0.022
H -0.161 -0.278 -0.085
H -0.177 -0.041 -0.458
H -0.193 0.135 -0.255
H -0.270 -0.163 0.074
C 1.744 -0.074 0.219
C 0.170 -1.149 -0.705
C -0.665 -1.427 0.128
O -1.065 -0.214 0.389
C -0.093 1.067 0.650
H 0.132 -0.010 0.141
H 0.108 0.293 0.023
H -0.168 0.033 -0.112
H -0.644 -0.388 -0.110
H -0.289 1.108 -0.007
H -0.357 0.979 -0.134
H 0.538 -0.196 -0.515
H 0.518 -0.084 0.009
O 1.703 -3.607 1.170
S 0.293 3.042 -0.772
O 0.251 1.128 -1.405
O -1.334 1.660 1.096
C 0.157 -3.782 -1.440
C 1.098 1.694 0.241
C -0.780 -0.145 -0.093
H -0.295 0.657 0.774
H 0.109 0.532 0.531
H 0.089 -0.068 -0.592
H -0.182 -0.610 0.140
H -0.536 -0.001 0.127
H -0.226 -0.423 0.168
H -0.301 -0.202 -0.164
H 0.116 0.198 0.285
O 1.505 -0.010 2.910
S 0.129 -0.498 -0.308
O 1.028 0.883 -2.288
O -2.287 1.229 1.121
C 1.568 -0.896 -0.814
C 0.749 -0.633 0.183
C -0.739 -1.358 -0.518
H -0.397 0.201 0.227
H -0.176 0.201 -0.080
H -0.151 0.368 -0.277
H -0.727 0.022 -0.324
H -0.331 0.685 0.294
H -0.121 -0.114 0.067
H -0.050 0.004 -0.142
H 0.066 -0.062 -0.048
O -2.212 -1.388 -2.478
S 0.491 0.133 2.066
O 0.768 -0.943 0.817
O 1.424 1.553 1.420
C -1.812 -0.819 -0.114
C 0.431 0.919 0.679
C 0.806 0.006 -1.296
H 0.648 -0.322 -0.222
H -0.344 -0.335 -0.459
H 0.080 0.344 -0.021
H -0.483 0.157 0.144
H 0.037 0.229 -0.542
H -0.097 -0.076 -0.252
H 0.455 0.255 0.027
H -0.216 0.379 0.200
O 2.141 1.280 0.299
S 1.162 -0.330 0.659
O -1.239 -1.920 -3.480
O -0.185 2.631 1.808
C -0.726 -2.366 -2.827
C 0.268 0.397 1.565
C -0.856 -0.763 1.633
H -0.079 0.124 -0.314
H 0.089 0.008 0.433
H -0.060 0.694 0.052
H -1.109 0.396 -0.488
H 0.648 -0.102 0.191
H -0.265 -0.106 0.085
H 0.015 -0.094 0.228
H 0.139 0.061 0.126
F 0.254 -0.448 -0.560
C -0.563 -0.627 -0.606
C -0.214 -1.315 1.153
C -0.102 -0.293 1.017
C -0.290 -0.733 0.106
C 0.602 1.780 0.363
C -0.249 1.072 -1.155
H -0.039 0.135 0.370
H 0.198 0.135 -0.041
H 0.161 0.088 -0.471
H -0.101 -0.092 -0.219
H 0.233 0.304 0.178

Lowest unoccupied orbital energy   -0.9525 eV
Gap between HOMO and LUMO   0.3141 Eh
Total charge   0

=====

Number 1: calculated total energy -667.27533 hartree. Number 2: calculated total energy -301.28710 hartree. Number 3: calculated total energy -5125.43141 hartree. Number 4: calculated total energy -415.31174 hartree. Number 5: calculated total energy -363.71563 hartree. Number 6: calculated total energy -6892.89788 hartree.